C40H41IrN9O6 | ωB97M-V/def2-TZVPD

```
97
Properties=species:S:1:pos:R:3:forces:R:3
Ir -0.83315 0.29045 0.55360 -0.313 -0.537 0.025
O -3.89166 -2.63178 0.77828 0.024 -0.076 0.070
C -3.04886 -1.83152 1.16240 -0.226 0.129 -0.114
O -2.09724 -1.38790 0.40956 0.262 0.030 0.260
C -3.06892 -1.39059 2.63693 0.075 -0.022 -0.112
C -1.69764 -1.63800 3.29779 -0.214 -0.049 -0.008
C -1.82472 -1.64179 4.82490 -0.084 -0.026 -0.007
C -2.02444 -0.13146 5.11076 -0.064 0.019 -0.006
C -1.96600 0.45449 3.69357 -0.098 0.044 -0.010
O -1.01515 -0.40691 3.05858 0.350 -0.286 0.106
C -3.26304 0.13702 2.93101 0.165 -0.016 -0.028
C -3.47743 1.06999 1.73398 -0.278 0.003 -0.334
O -4.56254 1.62556 1.63101 -0.001 -0.015 0.163
O -2.53017 1.28324 0.87646 0.015 0.618 0.169
H -3.84495 -1.98611 3.11538 -0.032 0.070 -0.015
H -1.14305 -2.46660 2.86241 0.045 0.032 0.032
H -2.65438 -2.26245 5.16456 0.005 0.013 0.009
H -0.90695 -2.01051 5.28286 -0.001 -0.018 -0.001
H -2.97066 0.09232 5.60331 0.010 0.003 0.011
H -1.21384 0.26554 5.72113 -0.001 0.013 0.009
H -1.63817 1.49002 3.61729 0.058 -0.027 -0.030
H -4.13396 0.29905 3.56399 0.001 -0.067 -0.031
C 4.64470 1.21003 -2.60744 0.065 -0.108 0.031
N 3.29772 1.00787 -3.08396 -0.353 0.650 0.042
C 2.24464 0.41551 -2.49885 0.057 -0.093 0.071
N 1.28346 0.22416 -3.37946 -0.021 0.058 0.060
C 1.81003 0.74756 -4.51373 -0.052 -0.016 -0.064
N 3.02731 1.22753 -4.39289 0.015 -0.024 0.077
C 5.45464 -0.04265 -2.86098 0.204 0.006 0.014
C 6.80025 -0.16069 -2.52792 0.043 -0.013 -0.105
C 7.50961 -1.30643 -2.87443 -0.077 -0.009 -0.015
C 6.88672 -2.35902 -3.53658 -0.034 0.061 0.097
C 5.53144 -2.25450 -3.81752 0.105 -0.114 -0.120
C 4.83471 -1.10154 -3.48889 -0.029 -0.090 0.006
C 4.73879 -3.29762 -4.47142 0.073 -0.016 0.032
N 5.02744 -4.23374 -5.30718 -0.252 0.039 -0.003
N 3.80539 -4.84245 -5.64133 0.077 0.079 0.111
C 2.89879 -4.22003 -4.96853 -0.022 -0.047 -0.030
O 3.41400 -3.23522 -4.20260 0.037 -0.111 -0.059
C 1.44573 -4.38498 -4.86930 0.084 -0.112 -0.097
C 0.67931 -4.79657 -5.95197 -0.096 0.050 0.068
C -0.70060 -4.86210 -5.80770 0.057 0.015 0.060
C -1.29907 -4.54769 -4.59356 0.069 -0.065 0.009
C -0.52556 -4.18492 -3.49383 -0.039 -0.015 -0.052
C -1.16236 -4.00784 -2.13534 -0.073 0.020 -0.049
N -0.38136 -3.20171 -1.22050 0.095 -0.012 0.057
C -0.03984 -1.91184 -1.26261 -0.223 -0.156 0.087
N 0.54319 -1.56939 -0.11733 0.014 0.761 -0.478
C 0.54268 -2.73095 0.58222 0.135 0.039 0.347
N -0.00889 -3.74093 -0.03476 0.147 -0.037 -0.033
C 0.84606 -4.08666 -3.65053 -0.019 -0.041 0.044
H 4.63758 1.48416 -1.55125 -0.112 -0.047 -0.015
H 5.05015 2.04673 -3.17668 0.022 -0.004 0.064
H 2.22202 0.12544 -1.45916 -0.062 0.079 0.081
H 1.27933 0.77766 -5.45062 -0.009 0.009 -0.021
H 7.30457 0.64956 -2.01423 0.016 0.003 -0.003
H 8.55879 -1.38188 -2.62082 0.007 0.008 -0.003
H 7.43030 -3.25284 -3.81004 0.017 -0.006 0.007
H 3.78745 -1.03853 -3.74260 0.132 -0.094 -0.044
H 1.15986 -5.03167 -6.89147 -0.001 -0.002 -0.020
H -1.31527 -5.15388 -6.64891 -0.006 0.002 -0.004
H -2.37613 -4.60213 -4.49138 -0.017 0.001 -0.011
H -1.22898 -4.98119 -1.64818 -0.053 0.035 0.004
H -2.17824 -3.61133 -2.19737 0.072 0.086 -0.048
H -0.24232 -1.25207 -2.09117 0.027 0.015 -0.023
H 0.97241 -2.82383 1.56576 -0.052 0.038 0.043
H 1.46196 -3.79659 -2.81058 0.016 0.035 0.007
C 2.92532 3.27660 1.69470 0.002 -0.017 -0.023
C 1.74510 2.81278 2.55857 0.044 -0.130 -0.010
C 1.80320 1.29498 2.72750 0.001 -0.031 0.104
C 0.47573 3.44104 2.00553 -0.117 0.088 0.150
C 0.01532 4.58884 2.63856 -0.037 0.009 0.041
C -0.97683 5.37713 2.08163 0.019 -0.032 -0.038
C -1.42331 5.05984 0.80872 0.022 -0.021 0.082
C -1.00532 3.92384 0.12353 -0.035 -0.087 0.091
C -1.33818 3.89823 -1.36815 0.053 -0.108 0.064
C -2.14883 2.74854 -1.96389 0.077 -0.061 0.173
C -0.02608 4.07710 -2.13698 -0.020 0.133 -0.057
C -0.14408 3.01800 0.80572 -0.095 0.125 0.054
N 0.20808 1.75564 0.35595 0.101 -0.331 -1.005
H 3.87331 2.90691 2.09527 0.011 -0.017 0.008
H 2.97082 4.36523 1.64108 0.000 0.017 -0.001
H 2.80344 2.89052 0.67915 -0.006 -0.002 -0.002
H 1.87324 3.24540 3.55708 0.023 0.033 -0.023
H 1.85171 0.79349 1.76248 0.042 -0.005 0.047
H 0.93358 0.89988 3.25239 0.024 0.028 -0.022
H 2.69858 1.03524 3.30034 0.033 0.003 0.038
H 0.46479 4.87137 3.58530 0.005 0.015 0.009
H -1.35341 6.24920 2.59995 0.003 0.021 0.002
H -2.12527 5.72052 0.31203 0.000 0.011 0.007
H -1.93876 4.80144 -1.52225 0.070 -0.010 -0.057
H -1.63889 1.79400 -1.85878 0.081 -0.082 0.026
H -2.29152 2.94533 -3.03137 -0.046 -0.008 0.030
H -3.11942 2.65348 -1.48417 -0.064 -0.023 0.079
H 0.64061 3.24411 -1.92681 0.120 -0.173 -0.004
H 0.47968 5.00017 -1.84183 -0.004 -0.036 0.007
H -0.20797 4.11017 -3.21316 0.008 -0.005 -0.047
```
Forces are in eV/Å.

The total charge is -1. The lowest unoccupied orbital energy (alpha / beta) comes out at 1.8 / 1.8 eV. As for the relative energy (zero: lowest compared OMol25 entry of this formula, charge and spin): 120.8 kJ/mol. As for the HOMO-LUMO gap (alpha / beta): 5.88 / 5.88 eV.

Table of Löwdin atomic charges, one value per atom, all in e: Ir 1.265; O 0.034; C -0.588; O -0.206; C -0.094; C -0.265; C -0.096; C -0.094; C -0.259; O -0.160; C -0.098; C -0.576; O 0.044; O -0.180; H 0.145; H 0.145; H 0.112; H 0.108; H 0.112; H 0.109; H 0.160; H 0.146; C -0.071; N -0.169; C -0.158; N 0.098; C -0.220; N 0.104; C -0.173; C -0.032; C -0.070; C -0.018; C -0.126; C 0.034; C -0.293; N 0.119; N 0.118; C -0.298; O 0.113; C -0.135; C -0.022; C -0.066; C -0.029; C -0.178; C -0.064; N -0.124; C -0.178; N -0.010; C -0.233; N 0.127; C 0.036; H 0.134; H 0.133; H 0.119; H 0.102; H 0.114; H 0.102; H 0.116; H 0.108; H 0.115; H 0.103; H 0.116; H 0.136; H 0.141; H 0.113; H 0.112; H 0.127; C -0.072; C -0.376; C -0.091; C -0.172; C -0.071; C -0.104; C -0.058; C -0.144; C -0.370; C -0.077; C -0.071; C -0.288; N -0.136; H 0.069; H 0.076; H 0.066; H 0.119; H 0.041; H 0.055; H 0.072; H 0.101; H 0.088; H 0.104; H 0.116; H 0.038; H 0.070; H 0.076; H 0.057; H 0.078; H 0.070